# 1
Molecular formula: C5H24N2O7
Method: DFT, wB97M-V/def2-TZVPD

```
38
Properties=species:S:1:pos:R:3:mulliken_charge:R:1
C -0.43847 -2.19433 -3.00330 -1.11
C -0.80527 -1.37901 -1.75174 0.59
N 0.24154 -0.67379 -1.18423 0.02
C 0.11496 1.47311 -0.07773 -2.14
C -0.03635 -0.01163 0.14986 0.81
C 1.16764 -0.45597 1.02307 -0.88
N 0.95753 0.10341 2.39648 -0.51
O -1.95939 -1.15511 -1.41599 -0.74
H -1.13816 -1.78100 -3.71739 0.31
H 0.61408 -2.17938 -3.31990 0.25
H -0.67149 -3.20747 -2.77406 0.35
H 1.19253 -1.00125 -1.39116 0.25
H -0.32234 1.89315 -0.94155 0.71
H -0.09075 2.07866 0.81682 0.27
H 1.18959 1.60928 -0.30933 0.34
H -0.98229 -0.41564 0.47080 0.44
H 2.12911 -0.05780 0.70701 0.20
H 1.16142 -1.55702 1.09762 0.41
H -0.02430 0.23874 2.59735 0.17
H 1.38102 -0.47334 3.10625 0.26
H 2.49654 2.59458 -2.20559 0.33
H 1.29189 1.80810 -2.20023 0.34
O 1.85877 2.24899 -2.84489 -0.70
H -1.42512 -1.79852 3.29511 0.33
H -2.17686 -2.88063 2.61599 0.32
O -1.47085 -2.76427 3.26305 -0.65
H 1.30867 2.44918 2.09007 0.30
H 2.81475 2.75787 1.81983 0.31
O 1.97501 3.14630 2.07295 -0.68
H 3.78910 0.51003 -1.84774 0.28
H 3.22983 -0.48788 -2.71078 0.23
O 2.99702 -0.04333 -1.88198 -0.53
H -3.19613 -0.67729 -0.39647 0.52
H -3.88630 0.54315 -0.62880 0.31
O -3.93535 -0.16182 0.03538 -0.76
H -3.26124 0.31436 1.63502 0.39
H -3.36478 0.99900 3.00012 0.27
O -2.72556 0.58857 2.41008 -0.60
```

Results
Total charge: 0
ΔE to the lowest compared entry with this formula, charge and spin in kcal per mole: 34.6
Spin multiplicity: 1
LUMO level in hartree: -0.002
E_HOMO in hartree: -0.3522
Gap between HOMO and LUMO in eV: 9.54
SMILES: CC(=O)N[C@H](C)CN.O.O.O.O.O.O



# 2
Molecular formula: C4H4I2
Method: DFT, wB97M-V/def2-TZVPD

```
10
Properties=species:S:1:pos:R:3:mulliken_charge:R:1
C -0.33216 0.08468 -0.05349 0.31
C 1.03745 0.63920 -0.68498 -0.37
C 0.71311 0.78022 0.82377 -0.36
C -1.25420 -0.92471 -0.34361 -0.97
I 2.40044 1.88403 -1.68341 0.15
I -0.83563 -3.00865 0.18363 0.02
H 0.39619 1.77275 1.26312 0.21
H 1.47021 0.29968 1.56730 0.21
H -1.48007 -0.80781 -1.36217 0.41
H -2.11534 -0.71939 0.28986 0.38
```

Results
Total charge: 0
ΔE to the lowest compared entry with this formula, charge and spin in kcal per mole: 81.3
Spin multiplicity: 1
LUMO level (alpha / beta) in hartree: -0.035 / -0.042
E_HOMO (alpha / beta) in hartree: -0.3074 / -0.3063
Gap between HOMO and LUMO (alpha / beta) in eV: 7.41 / 7.20
SMILES: ICC1=C(I)C1



# 3
Molecular formula: C4H7N3S
Method: DFT, wB97M-V/def2-TZVPD

```
15
Properties=species:S:1:pos:R:3:mulliken_charge:R:1
C 1.13263 -1.38289 0.49035 -0.53
C 0.39244 -1.47085 1.68272 -0.35
C 0.36063 -0.51841 -0.22022 0.30
C -2.01501 0.41359 -0.05279 -0.71
N -0.75827 -0.78080 1.62369 -0.92
N -0.85005 -0.28565 0.35957 0.65
N 0.62758 0.46377 -1.46951 -0.45
S 2.22794 0.28697 -2.09213 -0.19
H 1.89305 -2.07455 0.23257 0.39
H 0.60560 -1.97947 2.56979 0.48
H -1.56840 1.08940 -0.68096 0.34
H -2.56653 -0.33596 -0.62166 0.29
H -2.76944 0.74486 0.76629 0.25
H 0.55300 1.33160 -1.09119 0.31
H 2.10967 0.91837 -3.26490 0.14
```

Results
Total charge: 0
ΔE to the lowest compared entry with this formula, charge and spin in kcal per mole: 86.3
Spin multiplicity: 1
LUMO level in hartree: 0.027
E_HOMO in hartree: -0.3165
Gap between HOMO and LUMO in eV: 9.35
SMILES: Cn1nccc1NS



# 4
Molecular formula: C28H25F4MnN7O6SSi
Method: DFT, wB97M-V/def2-TZVPD

```
73
Properties=species:S:1:pos:R:3:mulliken_charge:R:1
Mn -0.73959 0.35723 0.00335 0.43
S -3.79643 1.39995 -3.46907 -0.35
C -4.72043 1.30377 -2.02449 -0.37
C -3.94100 1.02465 -0.94157 -0.44
C -2.54013 0.87474 -1.22010 -0.58
C -2.33250 1.06258 -2.55495 0.44
C -1.02686 0.99834 -3.19946 1.11
C -0.86267 0.92828 -4.59067 -0.84
C 0.40251 0.82931 -5.12468 -0.40
C 1.50141 0.81982 -4.27178 -0.89
C 1.25127 0.91691 -2.91310 -0.45
N 0.03873 1.00039 -2.38172 0.11
H -5.79035 1.45575 -2.05780 0.43
H -4.35921 0.91973 0.05314 0.39
H -1.73620 0.91292 -5.22935 0.29
H 0.53714 0.74799 -6.19752 0.35
H 2.51451 0.73314 -4.64180 0.44
H 2.07644 0.93996 -2.20641 0.59
N 2.16732 -2.24546 1.99351 0.11
C 2.65587 -2.39332 0.71798 -0.87
C 2.22487 -1.29922 0.03767 -0.31
N 1.46627 -0.49585 0.85589 -0.13
C 1.45891 -1.08797 2.02503 0.44
C 0.82673 -0.60315 3.24835 -0.32
N 0.77980 0.63672 3.65647 -0.51
C 0.07770 0.60274 4.83379 -0.28
C -0.29446 -0.67395 5.13286 -0.65
N 0.22397 -1.45788 4.12798 -0.06
H 2.16453 -2.95363 2.70478 0.33
H 3.23770 -3.25020 0.42947 0.53
H 2.36106 -1.06490 -1.00411 0.34
H -0.12672 1.50540 5.38656 0.44
H -0.88407 -1.09012 5.93075 0.42
H -0.18694 -2.33459 3.82829 0.37
C 0.83476 5.15167 3.57016 -0.90
Si -0.49469 4.99450 2.23858 -0.06
C -2.16754 5.13888 3.09423 -0.98
C -0.31806 6.48436 1.09281 -1.02
C -0.35866 3.44538 1.35664 -0.27
C -0.38756 2.34487 0.80818 0.56
H 0.65701 6.00622 4.23064 0.28
H 1.82148 5.26643 3.11520 0.29
H 0.85756 4.24109 4.17303 0.20
H -2.27042 6.07854 3.64568 0.27
H -2.30298 4.30778 3.78994 0.28
H -2.96909 5.07637 2.35497 0.30
H -0.50880 7.42701 1.61504 0.27
H -1.02393 6.39767 0.26393 0.28
H 0.68750 6.52274 0.66743 0.29
F 3.25488 -2.31672 -5.13315 -0.38
C 3.01738 -3.05413 -4.03134 0.40
C 1.81528 -3.03927 -3.43696 -0.23
N 1.54109 -3.77915 -2.31335 0.26
C 0.19660 -3.73795 -1.68503 -0.85
C -0.48034 -2.37300 -1.96828 -0.10
O -0.92254 -2.22991 -3.12279 -0.78
O -0.46182 -1.56264 -1.02108 0.34
C 2.48242 -4.61848 -1.77487 0.30
O 2.29804 -5.35954 -0.82790 -0.66
N 3.72347 -4.56976 -2.39981 -0.03
C 4.10480 -3.86103 -3.53218 0.17
O 5.22707 -3.96166 -3.99522 -0.69
H 0.98427 -2.44104 -3.80229 0.70
H 0.33013 -3.90880 -0.62126 0.44
H -0.40962 -4.53103 -2.12592 0.33
H 4.41795 -5.18566 -2.00535 0.22
F -4.08756 -1.83791 2.62269 -0.27
C -3.04041 -2.66977 2.67044 0.88
F -2.78261 -2.88751 3.99124 -0.31
F -3.45824 -3.85396 2.17214 -0.30
C -1.75486 -2.15038 1.94024 0.11
O -0.81828 -2.96207 1.98654 -0.77
O -1.86281 -1.01224 1.45970 -0.69
```

Results
Total charge: -2
ΔE to the lowest compared entry with this formula, charge and spin in kcal per mole: 0.0
Spin multiplicity: 6
LUMO level (alpha / beta) in hartree: 0.160 / 0.160
E_HOMO (alpha / beta) in hartree: -0.0497 / -0.0938
Gap between HOMO and LUMO (alpha / beta) in eV: 5.70 / 6.90



# 5
Molecular formula: C5H12N2
Method: DFT, wB97M-V/def2-TZVPD

```
19
Properties=species:S:1:pos:R:3:mulliken_charge:R:1
C -0.40670 -1.25662 0.21794 -0.41
C -1.50802 1.28391 -0.54698 -0.95
C 0.45714 1.47152 0.86503 -0.97
C 0.78729 -1.95199 0.80403 -0.88
N -0.18714 0.73900 -0.22521 0.57
C 0.94114 -0.46300 -1.83566 -0.38
N 0.75513 0.70361 -1.43465 -0.68
H 1.57898 -0.59369 -2.71823 0.19
H -0.92665 -1.79163 -0.56268 0.34
H -1.10621 -0.92503 0.98509 0.33
H 0.54297 2.53805 0.63744 0.33
H -1.43914 2.32184 -0.88422 0.33
H -2.14300 1.24174 0.34086 0.35
H -1.94782 0.67960 -1.33865 0.31
H -0.12786 1.35766 1.78037 0.34
H 1.45274 1.05708 1.00812 0.32
H 1.32736 -2.51257 0.04360 0.29
H 1.48196 -1.25164 1.27153 0.24
H 0.46782 -2.64783 1.59228 0.34
```

Results
Total charge: 0
ΔE to the lowest compared entry with this formula, charge and spin in kcal per mole: 133.1
Spin multiplicity: 1
LUMO level (alpha / beta) in hartree: 0.028 / 0.028
E_HOMO (alpha / beta) in hartree: -0.2471 / -0.2472
Gap between HOMO and LUMO (alpha / beta) in eV: 7.47 / 7.47



# 6
Molecular formula: H12O6
Method: DFT, wB97M-V/def2-TZVPD

```
18
Properties=species:S:1:pos:R:3:mulliken_charge:R:1
O 3.93300 -25.91600 19.14900 -0.60
H 4.11900 -25.97300 20.05200 0.32
H 3.95900 -26.76700 18.70200 0.29
O 1.53900 -27.76300 17.22600 -0.63
H 0.60500 -27.97200 17.28400 0.25
H 1.94100 -28.58700 17.13100 0.35
O -0.57100 -28.17600 21.51000 -0.63
H 0.21800 -28.46500 21.02800 0.43
H -0.83300 -27.31400 21.22100 0.27
O 1.87600 -28.35200 20.30800 -0.67
H 1.79600 -28.09000 19.40600 0.32
H 2.84900 -28.35200 20.40800 0.36
O 4.60300 -28.38100 20.72700 -0.64
H 4.85700 -28.16100 21.60300 0.33
H 5.07400 -27.70900 20.23300 0.26
O -0.48400 -30.03200 18.73000 -0.56
H -0.58200 -29.13000 18.39800 0.25
H -1.43000 -30.29200 18.73200 0.32
```

Results
Total charge: 0
ΔE to the lowest compared entry with this formula, charge and spin in kcal per mole: 42.3
Spin multiplicity: 1
LUMO level in hartree: 0.007
E_HOMO in hartree: -0.3798
Gap between HOMO and LUMO in eV: 10.52
SMILES: O.O.O.O.O.O



# 7
Molecular formula: C7H10N
Method: DFT, wB97M-V/def2-TZVPD

```
18
Properties=species:S:1:pos:R:3:mulliken_charge:R:1
C 1.32699 -0.23114 -0.57710 -0.54
C 0.67651 -1.46217 -0.94329 -0.18
C 0.83181 0.77529 0.23242 0.89
C -1.41742 1.58204 0.99697 -0.27
C -0.51294 -1.91675 -0.64464 -0.06
C 1.85471 1.85469 0.64305 -1.18
C -1.80795 -2.35245 -0.88732 -0.85
N -0.45629 1.19246 0.37428 -0.04
H 2.37400 -0.17867 -0.58992 0.36
H 1.41894 -2.13197 -1.09879 0.36
H -1.56182 1.30963 2.00376 0.31
H -2.21368 2.17803 0.54703 0.28
H 1.98880 2.64716 -0.09814 0.32
H 2.74678 1.29621 0.94907 0.40
H 1.48533 2.36887 1.61066 0.35
H -2.16269 -2.42558 -1.91493 0.32
H -2.49175 -1.44065 -0.43598 0.19
H -2.07934 -3.06501 -0.16713 0.34
```

Results
Total charge: +1
ΔE to the lowest compared entry with this formula, charge and spin in kcal per mole: 3.1
Spin multiplicity: 3
LUMO level (alpha / beta) in hartree: -0.158 / -0.237
E_HOMO (alpha / beta) in hartree: -0.4288 / -0.5364
Gap between HOMO and LUMO (alpha / beta) in eV: 7.37 / 8.14



# 8
Molecular formula: C6H10N2O
Method: DFT, wB97M-V/def2-TZVPD

```
19
Properties=species:S:1:pos:R:3:mulliken_charge:R:1
C -1.79798 1.78706 -1.50567 -0.80
C -1.43319 1.50845 -0.24433 -0.12
C -0.00505 1.39460 0.23478 -0.42
C 0.04185 -1.13270 0.73255 -0.97
C 1.27392 -1.81360 0.09074 0.03
C 1.38957 -1.99658 -1.22869 -0.75
H -2.90368 1.76813 -1.71636 0.24
H -1.17577 1.70716 -2.33003 0.33
H -2.20239 1.56719 0.52498 0.28
H 0.62528 1.22078 -0.66435 0.29
H 0.26192 2.39453 0.75675 0.39
H -0.28105 -1.65382 1.60686 0.35
H -0.75219 -1.13250 -0.00345 0.43
H 2.04601 -2.13887 0.77513 0.34
H 0.55794 -1.79038 -1.91643 0.23
H 2.25629 -2.45027 -1.63880 0.29
N 0.17981 0.30844 1.18750 0.73
N 0.79419 0.64550 2.26373 -0.36
O 1.12452 -0.19314 3.07509 -0.50
```

Results
Total charge: 0
ΔE to the lowest compared entry with this formula, charge and spin in kcal per mole: 97.7
Spin multiplicity: 1
LUMO level in hartree: 0.033
E_HOMO in hartree: -0.3250
Gap between HOMO and LUMO in eV: 9.75
SMILES: C=CCN(CC=C)N=O



# 9
Molecular formula: C6H8ClIN3O
Method: DFT, wB97M-V/def2-TZVPD

```
20
Properties=species:S:1:pos:R:3:mulliken_charge:R:1
C 1.22485 0.35474 1.79526 -0.75
C 0.29290 0.97779 1.11928 0.48
C 2.01085 -1.25069 0.17155 0.13
C 2.34736 -0.34234 1.20552 -0.33
C -0.30921 -0.99731 -0.71460 0.45
C -1.17217 -1.72864 0.16130 -1.01
N 0.97939 -1.04625 -0.55809 -0.10
N -0.56229 1.62907 0.57937 -0.02
N -0.68593 -0.33970 -1.84323 -0.40
O -0.63680 2.88893 0.19134 -0.39
Cl 2.95132 -2.71068 -0.07050 -0.05
I 3.84606 0.79484 -0.04797 0.18
H 1.29441 0.45966 2.93304 0.32
H 3.17811 -0.65980 2.04146 0.51
H -1.36302 -2.67085 -0.41476 0.36
H -2.23209 -1.29683 0.41569 0.35
H -0.71730 -1.83577 1.10648 0.31
H -1.63738 -0.01851 -1.95055 0.27
H 0.03366 0.37157 -2.21592 0.30
H 0.29070 3.42458 0.27114 0.38
```

Results
Total charge: +1
ΔE to the lowest compared entry with this formula, charge and spin in kcal per mole: 8.7
Spin multiplicity: 1
LUMO level in hartree: -0.185
E_HOMO in hartree: -0.4779
Gap between HOMO and LUMO in eV: 7.96



# 10
Molecular formula: CH6N3
Method: DFT, wB97M-V/def2-TZVPD

```
10
Properties=species:S:1:pos:R:3:mulliken_charge:R:1
C -0.30532 -0.78072 -0.10460 0.31
N -0.06471 0.46281 -0.39970 -0.30
N -0.51365 -1.81114 -0.90865 -0.35
N 0.62422 1.94456 1.56550 -0.35
H -0.11812 -1.10999 0.93345 0.29
H 0.06477 0.78718 -1.36586 0.27
H -0.46106 -1.81228 -1.97610 0.26
H -0.52893 -2.72729 -0.52831 0.25
H -0.08688 2.70322 1.77401 0.30
H 1.38968 2.34365 1.01026 0.30
```

Results
Total charge: +1
ΔE to the lowest compared entry with this formula, charge and spin in kcal per mole: 130.2
Spin multiplicity: 1
LUMO level (alpha / beta) in hartree: -0.221 / -0.300
E_HOMO (alpha / beta) in hartree: -0.5880 / -0.5714
Gap between HOMO and LUMO (alpha / beta) in eV: 9.99 / 7.38



# 11
Molecular formula: C5H9Cl2O3P
Method: DFT, wB97M-V/def2-TZVPD

```
20
Properties=species:S:1:pos:R:3:mulliken_charge:R:1
C 1.85597 1.46090 0.10845 0.27
C 0.45801 3.33726 0.35180 -0.69
C 0.70550 -2.71706 0.52187 -1.10
C -0.89018 -0.61658 -0.72591 -0.92
C 1.85479 -0.22702 -0.14373 0.41
O 2.89980 2.04517 0.24398 -0.52
O -0.00823 -0.35136 1.84870 -0.74
O 0.60197 1.94369 0.19416 -0.22
P 0.29515 -0.98190 0.55969 0.98
Cl 2.16272 -0.34324 -1.94190 -0.14
Cl 3.14548 -0.74223 0.89234 -0.10
H 1.18980 3.56401 1.20339 0.30
H -0.61756 3.53618 0.60744 0.23
H 0.64007 3.95945 -0.50705 0.31
H 1.45129 -2.80165 1.27922 0.40
H -0.16663 -3.31429 0.92404 0.35
H 1.07562 -3.22552 -0.40031 0.32
H -1.20862 0.47164 -0.75124 0.26
H -0.23269 -0.78482 -1.68815 0.29
H -1.76496 -1.44464 -0.84261 0.33
```

Results
Total charge: 0
ΔE to the lowest compared entry with this formula, charge and spin in kcal per mole: 0.0
Spin multiplicity: 1
LUMO level in hartree: 0.020
E_HOMO in hartree: -0.3750
Gap between HOMO and LUMO in eV: 10.75
SMILES: COC(=O)C(Cl)(Cl)P(C)(C)=O



# 12
Molecular formula: C5H10O
Method: DFT, wB97M-V/def2-TZVPD

```
16
Properties=species:S:1:pos:R:3:mulliken_charge:R:1
C 0.94668 0.84668 1.07968 -1.20
C -0.09032 -0.23705 0.95901 -0.35
C -1.74412 0.91505 -0.38862 -0.17
O -1.34297 0.78403 -1.52165 -0.46
C -0.11058 -1.12764 -0.03842 -0.05
C 0.90245 -1.12519 -1.13612 -1.11
H 1.88175 0.41323 1.44767 0.34
H 0.64331 1.63535 1.77544 0.36
H 1.15713 1.32841 0.11526 0.34
H -0.83165 -0.31440 1.75063 0.48
H -1.54429 1.82335 0.21497 0.25
H -2.42666 0.20208 0.11286 0.33
H -0.94880 -1.81798 -0.13115 0.36
H 0.79238 -1.97428 -1.81588 0.33
H 1.90625 -1.15023 -0.69789 0.31
H 0.80943 -0.20140 -1.72579 0.27
```

Results
Total charge: 0
ΔE to the lowest compared entry with this formula, charge and spin in kcal per mole: 47.3
Spin multiplicity: 1
LUMO level in hartree: 0.032
E_HOMO in hartree: -0.3359
Gap between HOMO and LUMO in eV: 10.02
SMILES: C/C=C\C.C=O